# Cl2HNS

A cluster of 2 separate species, Cl2HNS in total at a distorted geometry (ωB97M-V/def2-TZVPD, OMol25).

Atoms and positions in Å:
S  -2.17  0.89  -0.73
Cl  3.24  0.78  -0.27
N  -1.55  -0.18  0.12
Cl  -2.04  -1.95  0.08
H  2.52  0.47  0.79

The HOMO-LUMO gap comes out at 7.5 eV. As for the structure (SMILES): S=NCl.Cl. The value obtained for the energy relative to the best compared isomer or geometry (same formula, charge and spin) is 1.3008 eV. The LUMO energy is -1.851 eV.

Here are the natural (NBO) charges for atoms 1 to 2, given in e: 0.52 -0.28



# Cl2HPS

An isolated molecule of Cl2HPS at a distorted geometry (ωB97M-V/def2-TZVPD, OMol25).

Atoms and positions in Å:
P  -0.80  -0.38  0.54
Cl  -1.12  -1.03  -1.82
H  1.48  0.42  -0.01
S  1.38  -0.63  0.87
Cl  -0.94  1.63  0.41

The HOMO-LUMO gap comes out at 8.9 eV. As for the structure (SMILES): SP(Cl)Cl. The value obtained for the energy relative to the best compared isomer or geometry (same formula, charge and spin) is 0.6641 eV. The LUMO energy is -1.275 eV.

Here are the natural (NBO) charges for atoms 1 to 2, given in e: 0.77 -0.42



# Cl2HPS

A cluster of 2 separate species, Cl2HPS in total at a distorted geometry (ωB97M-V/def2-TZVPD, OMol25).

Atoms and positions in Å:
S  -0.49  -0.64  2.46
Cl  -2.08  -1.27  -0.27
H  1.92  1.02  -2.20
P  -1.33  0.21  0.95
Cl  1.98  0.68  -0.93

The HOMO-LUMO gap comes out at 8.1 eV. As for the structure (SMILES): S=PCl.Cl. The value obtained for the energy relative to the best compared isomer or geometry (same formula, charge and spin) is 0.5762 eV. The LUMO energy is -1.522 eV.

Here are the natural (NBO) charges for atoms 1 to 2, given in e: -0.35 -0.31



# Cl2HPS2

A cluster of 2 separate species, Cl2HPS2 in total at a distorted geometry (ωB97M-V/def2-TZVPD, OMol25).

Atoms and positions in Å:
Cl  -1.73  1.69  1.43
S  -1.34  0.94  -1.73
H  2.81  -0.82  -0.92
P  -1.54  0.31  0.08
Cl  3.18  -0.62  0.33
S  -1.38  -1.51  0.81

The HOMO-LUMO gap comes out at 8.2 eV. The value obtained for the energy relative to the best compared isomer or geometry (same formula, charge and spin) is 0.8260 eV. The LUMO energy is -1.463 eV.

Here are the natural (NBO) charges for atoms 1 to 2, given in e: -0.16 -0.34



# Cl2HPS2

A structure of composition Cl2HPS2 at a distorted geometry (ωB97M-V/def2-TZVPD, OMol25).

Atoms and positions in Å:
S  2.11  0.66  -1.52
Cl  -2.24  -1.48  -0.70
Cl  0.47  0.45  -0.12
P  -1.19  -1.32  1.06
S  -2.01  0.07  2.13
H  2.86  1.62  -0.85

The HOMO-LUMO gap comes out at 7.6 eV. The value obtained for the energy relative to the best compared isomer or geometry (same formula, charge and spin) is 1.9796 eV. The LUMO energy is -1.846 eV.

Here are the natural (NBO) charges for atoms 1 to 2, given in e: 0.04 -0.31



# Cl2KO8

A structure of composition Cl2KO8 at a distorted geometry (ωB97M-V/def2-TZVPD, OMol25).

Atoms and positions in Å:
O  -11.59  16.73  -15.18
O  -5.92  18.87  -13.77
O  -6.11  19.04  -16.15
K  -11.54  19.82  -11.59
O  -7.70  20.17  -14.55
O  -10.70  18.26  -13.94
O  -12.92  18.43  -14.61
O  -12.31  16.70  -13.06
Cl  -11.93  17.52  -14.12
O  -5.45  20.90  -14.64
Cl  -6.36  19.76  -14.78

The HOMO-LUMO gap comes out at 5.8 eV. The value obtained for the energy relative to the best compared isomer or geometry (same formula, charge and spin) is 2.3933 eV. The LUMO energy is 0.577 eV. As for the charge: -1.

Here are the natural (NBO) charges for atoms 1 to 2, given in e: -0.90 -0.89



# Cl2MgNO4S2

A structure of composition Cl2MgNO4S2 at a distorted geometry (ωB97M-V/def2-TZVPD, OMol25).

Atoms and positions in Å:
Mg  -1.98  2.61  1.20
O  0.15  1.34  -2.52
O  1.55  -1.90  0.66
S  0.26  0.93  -1.00
Cl  2.27  1.08  -0.48
Cl  -1.05  -3.29  0.65
S  0.06  -1.47  0.61
O  -0.30  -0.66  1.92
O  -0.52  2.03  -0.18
N  -0.43  -0.67  -0.86

The HOMO-LUMO gap comes out at 3.9 eV. The LUMO energy is -9.526 eV. As for the charge: +1.

Here are the natural (NBO) charges for atoms 1 to 2, given in e: 1.90 -0.76



# Cl2N2O14Tl

A structure of composition Cl2N2O14Tl at a distorted geometry (ωB97M-V/def2-TZVPD, OMol25).

Atoms and positions in Å:
O  -5.06  -0.42  -3.12
O  1.12  3.06  3.33
O  -3.50  -1.30  -4.90
O  0.95  0.81  4.21
N  1.85  -2.09  1.86
O  1.10  1.14  1.86
N  -0.03  0.21  -1.46
O  0.99  -2.14  1.07
Cl  -3.64  -0.61  -3.54
Tl  3.72  1.40  -0.32
O  0.98  0.58  -0.95
O  -0.62  0.96  -2.17
O  -0.39  -0.85  -1.13
O  1.67  -2.31  2.97
O  -3.23  -1.16  -2.33
Cl  1.50  1.68  3.21
O  -3.13  0.73  -3.63
O  2.79  -1.37  1.60
O  2.94  1.68  3.44

The HOMO-LUMO gap comes out at 2.6 eV. The value obtained for the energy relative to the best compared isomer or geometry (same formula, charge and spin) is 0.0000 eV. The LUMO energy is -3.712 eV. As for the charge: -1.

Here are the natural (NBO) charges for atoms 1 to 2, given in e: -0.76 -0.85



# Cl2O4P

The ion Cl2O4P with charge -1 at a distorted geometry (ωB97M-V/def2-TZVPD, OMol25).

Atoms and positions in Å:
Cl  1.94  1.39  -0.40
P  -0.04  -0.58  0.02
Cl  -1.46  1.10  -0.40
O  1.29  0.12  0.53
O  -2.44  0.53  0.76
O  0.17  -1.01  -1.37
O  -0.45  -1.42  1.16

The HOMO-LUMO gap comes out at 7.6 eV. The value obtained for the energy relative to the best compared isomer or geometry (same formula, charge and spin) is 1.8611 eV. The LUMO energy is 2.864 eV. As for the charge: -1.

Here are the natural (NBO) charges for atoms 1 to 2, given in e: 0.21 2.31



# Cl2OS

An isolated molecule of Cl2OS at a distorted geometry (ωB97M-V/def2-TZVPD, OMol25).

Atoms and positions in Å:
Cl  1.25  -0.05  1.44
S  -0.35  -0.22  0.36
Cl  -0.91  1.79  0.23
O  0.07  -0.73  -0.88

The HOMO-LUMO gap comes out at 10.4 eV. The value obtained for the energy relative to the best compared isomer or geometry (same formula, charge and spin) is 0.1968 eV. The LUMO energy is -0.338 eV.

Here are the natural (NBO) charges for atoms 1 to 2, given in e: -0.17 1.30



# Cl2OS

An isolated molecule of Cl2OS at a distorted geometry (ωB97M-V/def2-TZVPD, OMol25).

Atoms and positions in Å:
Cl  -0.85  -0.60  -1.60
Cl  -0.31  0.18  1.84
O  0.73  -0.21  0.74
S  0.44  0.63  -0.98

The HOMO-LUMO gap comes out at 8.6 eV. As for the structure (SMILES): ClOSCl. The value obtained for the energy relative to the best compared isomer or geometry (same formula, charge and spin) is 2.9978 eV. The LUMO energy is -1.164 eV.

Here are the natural (NBO) charges for atoms 1 to 2, given in e: -0.08 0.29



# Cl3F2Hf2I5

A structure of composition Cl3F2Hf2I5 at a distorted geometry (ωB97M-V/def2-TZVPD, OMol25).

Atoms and positions in Å:
I  0.34  0.90  -3.58
Hf  2.25  -0.54  -1.80
Hf  -1.51  0.46  1.22
Cl  0.29  2.26  2.54
I  3.39  1.71  -0.06
I  -3.15  -1.67  -0.64
Cl  3.64  -2.16  -0.12
F  -3.61  0.96  2.27
I  -1.20  -1.50  3.59
Cl  1.24  -2.94  -2.61
F  0.55  -0.18  -0.16
I  -2.21  2.70  -0.66

The HOMO-LUMO gap comes out at 5.7 eV. The value obtained for the energy relative to the best compared isomer or geometry (same formula, charge and spin) is 0.0000 eV. The LUMO energy is 2.426 eV. As for the charge: -2.

Here are the natural (NBO) charges for atoms 1 to 2, given in e: -0.40 1.84